# 1
Below is 7 unconnected molecules or ions with the total composition C35H57FN2O22S in a non-equilibrium geometry, with properties calculated with ωB97M-V with the def2-TZVPD basis set.

## Properties
SMILES	[H]/N=C(/C)CN(CCCCCCOC(C)=O)S(=O)(=O)F.C[C@@H]1COC(=O)O1.C[C@@H]1COC(=O)O1.C[C@@H]1COC(=O)O1.C[C@@H]1COC(=O)O1.C[C@@H]1COC(=O)O1.C[C@@H]1COC(=O)O1
LUMO energy	0.1	eV
HOMO-LUMO gap	10.38	eV
HOMO energy	-10.32	eV
total charge	0

Last column: Löwdin charge in e.
Element x y z (Å)
C: 0.299 -1.162 -0.384  -0.021
C: -0.325 -0.550 -1.616  -0.395
N: -1.449 -0.987 -2.022  0.180
C: 0.425 0.593 -2.271  -0.135
N: -0.001 1.953 -1.793  -0.167
C: -0.536 1.946 -0.393  -0.181
C: -0.734 3.295 0.289  -0.160
C: -1.646 4.353 -0.372  -0.187
C: -2.619 3.868 -1.429  -0.196
C: -3.761 3.020 -0.845  -0.163
C: -4.183 1.945 -1.824  -0.180
O: -5.387 1.274 -1.438  -0.025
C: -5.257 0.350 -0.439  -0.500
C: -5.913 0.760 0.833  0.023
O: -4.714 -0.725 -0.624  0.102
S: 1.250 2.996 -1.959  0.585
O: 2.300 2.763 -1.013  -0.250
O: 0.823 4.334 -2.194  -0.213
F: 1.765 2.475 -3.311  -0.121
H: 0.364 -2.243 -0.463  0.090
H: -0.356 -0.939 0.451  0.061
H: 1.275 -0.747 -0.159  0.074
H: -1.753 -0.448 -2.836  0.049
H: 0.256 0.535 -3.336  0.103
H: 1.486 0.424 -2.114  0.113
H: -1.473 1.398 -0.400  0.115
H: 0.160 1.382 0.229  0.103
H: 0.234 3.744 0.497  0.100
H: -1.153 3.053 1.264  0.105
H: -1.023 5.152 -0.755  0.094
H: -2.252 4.802 0.416  0.117
H: -2.124 3.377 -2.265  0.102
H: -3.088 4.755 -1.853  0.115
H: -3.485 2.582 0.111  0.088
H: -4.624 3.670 -0.716  0.127
H: -3.374 1.223 -1.961  0.106
H: -4.398 2.381 -2.795  0.131
H: -5.816 -0.030 1.565  0.046
H: -5.489 1.673 1.238  0.069
H: -6.968 0.948 0.640  0.101
C: -0.218 0.874 5.286  -0.001
C: -1.299 0.416 4.344  -0.289
C: -0.864 0.031 2.949  -0.087
O: -2.040 0.357 2.172  0.043
C: -2.707 1.334 2.817  -0.577
O: -3.608 1.954 2.340  0.129
O: -2.207 1.515 4.048  0.097
H: 0.379 1.664 4.829  0.087
H: -0.673 1.279 6.189  0.092
H: 0.429 0.040 5.559  0.079
H: -1.892 -0.388 4.786  0.162
H: -0.617 -1.021 2.835  0.137
H: -0.037 0.640 2.585  0.111
C: 4.468 3.514 -4.412  -0.019
C: 5.671 2.799 -4.967  -0.323
C: 6.903 2.803 -4.089  -0.098
O: 7.960 2.697 -5.049  0.059
C: 7.513 3.227 -6.217  -0.566
O: 8.195 3.453 -7.159  0.172
O: 6.181 3.457 -6.144  0.086
H: 4.735 4.519 -4.083  0.096
H: 3.695 3.613 -5.172  0.095
H: 4.059 2.964 -3.571  0.066
H: 5.410 1.775 -5.254  0.161
H: 6.948 1.972 -3.390  0.136
H: 7.016 3.746 -3.549  0.137
C: 5.895 1.631 1.849  -0.016
C: 4.433 1.297 1.713  -0.318
C: 3.475 2.209 2.443  -0.075
O: 2.366 1.328 2.695  0.037
C: 2.848 0.064 2.757  -0.566
O: 2.223 -0.866 3.155  0.160
O: 4.127 0.026 2.338  0.093
H: 6.170 1.756 2.897  0.092
H: 6.510 0.831 1.439  0.090
H: 6.118 2.554 1.314  0.093
H: 4.152 1.219 0.660  0.149
H: 3.150 3.062 1.859  0.134
H: 3.875 2.543 3.403  0.143
C: 1.220 -5.371 4.107  -0.018
C: 2.072 -4.329 4.778  -0.325
C: 2.871 -4.800 5.972  -0.092
O: 2.999 -3.597 6.740  0.063
C: 1.942 -2.805 6.446  -0.571
O: 1.669 -1.811 7.036  0.156
O: 1.262 -3.299 5.389  0.079
H: 0.592 -5.889 4.833  0.092
H: 0.554 -4.916 3.376  0.082
H: 1.846 -6.103 3.597  0.092
H: 2.726 -3.837 4.052  0.154
H: 3.854 -5.188 5.718  0.137
H: 2.326 -5.537 6.566  0.138
C: -5.267 -2.193 2.903  -0.012
C: -4.466 -3.309 2.286  -0.315
C: -5.218 -4.592 2.006  -0.084
O: -4.173 -5.574 2.087  0.066
C: -3.213 -5.089 2.907  -0.570
O: -2.287 -5.711 3.310  0.159
O: -3.449 -3.787 3.191  0.081
H: -5.811 -2.545 3.781  0.094
H: -4.612 -1.382 3.220  0.083
H: -5.979 -1.797 2.181  0.074
H: -3.956 -2.965 1.383  0.158
H: -5.685 -4.624 1.026  0.140
H: -5.961 -4.810 2.777  0.138
C: -1.347 -3.794 -6.999  -0.019
C: -0.643 -2.761 -6.162  -0.321
C: -1.526 -1.710 -5.529  -0.094
O: -0.627 -0.599 -5.398  0.032
C: 0.320 -0.718 -6.367  -0.566
O: 1.114 0.121 -6.633  0.171
O: 0.225 -1.927 -6.964  0.088
H: -2.007 -3.321 -7.727  0.091
H: -0.625 -4.397 -7.548  0.090
H: -1.937 -4.452 -6.363  0.093
H: -0.017 -3.242 -5.405  0.160
H: -1.908 -1.997 -4.552  0.124
H: -2.356 -1.419 -6.177  0.142

***

# 2
Below is a molecular structure, C35H57O3PSi2W in a non-equilibrium geometry, with properties calculated with ωB97M-V with the def2-TZVPD basis set.

## Properties
LUMO energy (spin up / spin down)	-15.0 / -15.0	eV
HOMO-LUMO gap (spin up / spin down)	4.97 / 4.97	eV
HOMO energy (spin up / spin down)	-20.00 / -20.00	eV
total charge	+4

Last column: Löwdin charge in e.
Element x y z (Å)
O: -1.225 -2.812 -2.889  -0.286
O: -2.122 -0.609 -3.435  -0.235
C: -0.143 -3.799 -2.928  -0.164
C: 0.948 -3.694 -1.860  -0.041
H: 0.212 -3.795 -3.973  0.145
H: -0.803 -4.678 -2.804  0.141
H: 1.407 -2.702 -1.731  0.059
H: 1.722 -4.408 -2.133  0.103
H: 0.584 -4.020 -0.858  0.075
C: -2.126 -2.906 -1.704  -0.217
C: -3.412 -3.549 -2.137  -0.042
H: -2.322 -1.941 -1.206  0.096
H: -1.590 -3.562 -0.998  0.115
H: -3.959 -2.897 -2.841  0.079
H: -4.055 -3.707 -1.276  0.100
H: -3.153 -4.543 -2.543  0.110
C: -3.327 0.207 -3.488  -0.155
C: -1.768 -1.106 -4.754  -0.202
C: -4.059 0.092 -2.173  -0.022
H: -3.878 -0.287 -4.310  0.129
H: -3.088 1.237 -3.815  0.133
H: -4.392 -0.954 -2.023  0.089
H: -4.962 0.715 -2.239  0.114
H: -3.467 0.449 -1.320  0.041
C: -2.719 -2.184 -5.208  -0.023
H: -0.712 -1.403 -4.797  0.106
H: -1.921 -0.197 -5.345  0.131
H: -2.616 -3.095 -4.579  0.084
H: -2.396 -2.423 -6.206  0.104
H: -3.757 -1.855 -5.285  0.095
H: -1.230 -1.211 -2.836  0.236
W: 0.404 0.610 0.373  1.496
C: -0.089 -0.052 -1.462  -0.383
Si: 0.793 0.799 -2.825  0.475
H: -1.232 0.143 -1.047  0.093
H: 0.185 -1.117 -1.092  0.057
C: 1.552 -0.509 -4.005  -0.141
C: 2.273 1.996 -2.707  -0.185
C: -0.355 1.919 -3.850  -0.148
C: 2.248 1.554 0.352  -0.381
Si: 3.590 1.766 1.680  0.446
H: 2.015 2.571 -0.036  0.062
H: 2.857 1.047 -0.428  0.045
C: 4.955 2.656 0.733  -0.129
C: 4.266 0.148 2.330  -0.163
C: 3.060 2.873 3.091  -0.166
H: 0.159 2.834 -4.192  0.061
H: -1.198 2.264 -3.236  0.029
H: -0.750 1.473 -4.777  0.045
H: 2.582 -0.756 -3.685  0.054
H: 1.649 -0.166 -5.045  0.075
H: 1.009 -1.466 -4.036  0.002
H: 3.177 1.495 -2.337  0.035
H: 2.012 2.829 -2.034  0.029
H: 2.527 2.443 -3.685  0.082
H: 4.687 -0.473 1.517  0.057
H: 3.528 -0.454 2.873  -0.003
H: 5.091 0.395 3.023  0.075
H: 2.785 2.307 3.991  0.025
H: 2.219 3.518 2.807  0.023
H: 3.923 3.517 3.335  0.070
H: 5.408 3.391 1.413  0.060
H: 4.541 3.187 -0.137  0.046
H: 5.732 1.963 0.385  0.062
O: -2.670 0.872 0.588  0.044
C: -1.593 1.479 0.842  -0.384
C: -1.597 2.766 1.562  -0.225
C: -2.377 3.885 1.248  0.049
C: -2.283 5.027 2.048  0.052
C: -1.395 5.079 3.132  0.033
C: -0.627 3.957 3.468  -0.020
C: -0.753 2.774 2.703  -0.344
P: 0.133 1.231 2.736  1.205
C: 0.252 0.853 4.520  -0.339
C: 1.304 0.035 5.009  -0.069
C: 1.462 -0.173 6.374  -0.002
C: 0.537 0.365 7.295  0.058
C: -0.556 1.123 6.815  0.009
C: -0.681 1.364 5.450  -0.053
C: 0.447 -1.362 1.217  -0.330
C: -0.763 -1.972 1.641  -0.100
C: -0.775 -3.259 2.195  -0.026
C: 0.402 -3.987 2.319  -0.003
C: 1.599 -3.428 1.881  -0.024
C: 1.621 -2.147 1.301  -0.098
H: -3.065 3.833 0.408  0.146
H: -2.916 5.895 1.830  0.154
H: -1.306 5.994 3.721  0.149
H: 0.083 4.002 4.292  0.133
H: 2.003 -0.413 4.293  0.094
H: 2.320 -0.750 6.750  0.144
H: 0.663 0.218 8.373  0.150
H: -1.295 1.537 7.515  0.145
H: -1.508 1.983 5.073  0.123
H: -1.703 -1.426 1.564  0.101
H: -1.718 -3.692 2.548  0.141
H: 0.395 -4.987 2.773  0.148
H: 2.524 -3.997 1.997  0.139
H: 2.562 -1.747 0.928  0.100

***

# 3
Below is a molecular structure, C35H59AsFeN7O2S6Sb in a non-equilibrium geometry, with properties calculated with ωB97M-V with the def2-TZVPD basis set.

## Properties
multiplicity	5
ΔE to the lowest compared entry with this formula, charge and spin	89.6	kJ/mol
LUMO energy (spin up / spin down)	3.6 / 3.6	eV
HOMO-LUMO gap (spin up / spin down)	4.33 / 4.43	eV
HOMO energy (spin up / spin down)	-0.72 / -0.82	eV
total charge	-2

Last column: Löwdin spin population.
Element x y z (Å)
Fe: -1.265 0.544 -0.779  3.643
C: 1.922 -1.671 -0.574  0.000
N: 2.155 -1.306 0.819  0.000
C: 3.295 -1.879 1.493  0.000
C: 3.393 -1.015 2.740  0.000
N: 2.848 0.250 2.281  0.001
C: 2.808 1.372 3.195  0.000
C: 2.027 0.061 1.159  0.002
N: 1.334 0.835 0.457  0.014
C: 1.022 2.225 0.740  0.003
C: -0.078 2.383 1.781  0.002
N: -1.395 2.057 1.219  0.020
C: -2.368 2.838 1.409  0.004
N: -3.594 2.633 0.769  0.001
C: -4.442 1.617 1.383  0.002
C: -4.189 3.945 0.574  0.001
C: -3.608 4.809 1.715  0.000
N: -2.400 4.084 2.115  0.001
C: -2.095 4.108 3.539  0.000
H: 2.761 -1.352 -1.204  0.000
H: 1.021 -1.191 -0.956  0.001
H: 1.827 -2.757 -0.657  0.000
H: 4.212 -1.798 0.888  0.000
H: 3.127 -2.934 1.720  0.000
H: 4.422 -0.888 3.078  0.000
H: 2.810 -1.443 3.568  0.000
H: 3.472 1.141 4.028  0.000
H: 1.811 1.562 3.603  0.000
H: 3.166 2.291 2.738  0.000
H: 0.655 2.651 -0.197  0.002
H: 1.882 2.830 1.043  0.000
H: -0.012 3.404 2.154  0.000
H: 0.107 1.684 2.603  0.000
H: -5.213 1.328 0.672  0.002
H: -3.842 0.734 1.591  0.000
H: -4.908 1.975 2.328  0.000
H: -5.274 3.876 0.604  0.000
H: -3.899 4.320 -0.405  0.001
H: -4.295 4.895 2.564  0.000
H: -3.367 5.814 1.370  0.000
H: -3.020 4.222 4.118  0.000
H: -1.428 4.930 3.811  0.000
H: -1.630 3.176 3.849  0.000
S: -5.181 2.648 -2.878  0.000
As: -3.405 1.487 -2.562  0.001
S: -1.680 2.731 -1.979  0.053
S: -3.658 -0.039 -1.025  0.070
S: -2.785 0.415 -4.387  0.024
C: 0.906 2.959 -4.481  0.001
C: 1.805 1.777 -4.858  0.000
C: 3.041 2.273 -5.610  0.000
Sb: 2.176 0.563 -3.105  0.002
C: 2.281 -1.255 -4.280  0.001
C: 3.365 -1.368 -5.351  0.000
C: 2.281 -2.494 -3.377  0.001
C: 4.354 1.082 -2.898  0.000
C: 5.264 -0.077 -2.470  0.000
C: 4.353 2.158 -1.801  0.000
H: 0.584 3.506 -5.382  0.000
H: 1.449 3.670 -3.839  0.000
H: 0.007 2.648 -3.941  0.001
H: 1.226 1.104 -5.496  0.000
H: 3.556 3.049 -5.029  0.000
H: 2.743 2.731 -6.565  0.000
H: 3.775 1.497 -5.830  0.000
H: 1.312 -1.208 -4.785  0.000
H: 4.370 -1.392 -4.932  0.000
H: 3.324 -0.551 -6.072  0.000
H: 3.232 -2.305 -5.914  0.000
H: 3.222 -2.574 -2.812  0.000
H: 2.178 -3.413 -3.977  0.000
H: 1.449 -2.472 -2.662  0.001
H: 4.732 1.524 -3.826  0.000
H: 4.824 -0.652 -1.641  0.000
H: 6.241 0.293 -2.110  0.000
H: 5.467 -0.779 -3.276  0.000
H: 3.988 1.744 -0.849  0.000
H: 3.692 3.002 -2.045  0.000
H: 5.364 2.567 -1.623  0.000
O: -1.928 -2.535 -3.002  0.022
S: -1.112 -1.326 -3.361  0.038
N: -0.538 -0.518 -2.245  0.047
O: -1.140 -0.895 0.918  0.029
S: -2.374 -1.721 1.073  0.005
C: -2.177 -3.078 -0.087  0.001
C: -2.024 -4.459 0.512  0.000
C: -3.089 -5.331 0.541  0.000
C: -2.955 -6.614 1.089  0.000
C: -1.745 -7.018 1.609  0.000
C: -0.672 -6.149 1.589  0.000
C: -0.814 -4.871 1.040  0.000
C: -2.103 -2.442 2.684  0.003
C: -2.402 -1.357 3.698  0.000
C: -3.700 -0.973 3.980  0.000
C: -3.953 0.062 4.884  0.000
C: -2.904 0.715 5.496  0.000
C: -1.607 0.357 5.197  0.000
C: -1.360 -0.680 4.291  0.000
H: -1.300 -2.732 -0.642  0.000
H: -3.036 -2.987 -0.751  0.000
H: -4.040 -5.012 0.124  0.000
H: -3.804 -7.288 1.095  0.000
H: -1.634 -8.014 2.020  0.000
H: 0.282 -6.454 1.997  0.000
H: 0.028 -4.180 1.029  0.000
H: -1.051 -2.728 2.707  0.000
H: -2.741 -3.320 2.789  0.000
H: -4.525 -1.466 3.472  0.000
H: -4.974 0.359 5.090  0.000
H: -3.099 1.518 6.198  0.000
H: -0.778 0.879 5.657  0.000
H: -0.340 -0.950 4.029  0.000

***

# 4
Below is 12 unconnected molecules or ions with the total composition C35H59F6NO17P in a non-equilibrium geometry, with properties calculated with ωB97M-V with the def2-TZVPD basis set.

## Properties
multiplicity	2
LUMO energy (spin up / spin down)	-1.2 / -5.5	eV
HOMO-LUMO gap (spin up / spin down)	8.40 / 4.11	eV
HOMO energy (spin up / spin down)	-9.56 / -9.56	eV
total charge	0

Last column: Löwdin spin population.
Element x y z (Å)
P: -1.642 -6.241 21.660  0.000
F: -0.653 -5.583 20.588  0.000
F: -2.725 -5.031 21.411  0.000
F: -2.361 -7.001 20.366  0.000
F: -2.622 -7.128 22.602  0.000
F: -0.644 -7.507 21.905  0.000
F: -1.013 -5.494 22.919  0.000
O: -0.870 1.192 21.339  0.000
C: -0.971 -0.044 21.521  0.000
O: -0.759 -0.961 20.552  0.000
C: -0.654 -2.286 20.988  0.000
C: -1.062 -2.148 22.512  0.000
C: -1.379 -0.680 22.805  0.000
H: 0.320 -2.765 20.884  0.000
H: -1.208 -2.893 20.272  0.000
H: -0.227 -2.515 23.110  0.000
H: -1.781 -2.947 22.692  0.000
H: -0.842 -0.260 23.655  0.000
H: -2.446 -0.557 22.992  0.000
O: -3.903 -13.076 22.308  0.000
C: -4.538 -12.066 22.527  0.000
O: -5.138 -11.330 21.544  0.000
C: -5.727 -10.119 21.964  0.000
C: -5.127 -9.943 23.382  0.000
C: -4.911 -11.376 23.850  0.000
H: -6.812 -10.221 21.990  0.000
H: -5.512 -9.350 21.222  0.000
H: -5.637 -9.282 24.083  0.000
H: -4.134 -9.509 23.258  0.000
H: -5.816 -11.863 24.213  0.000
H: -4.157 -11.426 24.635  0.000
O: 4.033 -5.317 18.134  0.000
C: 3.114 -6.152 18.104  0.000
O: 3.110 -7.084 18.988  0.000
C: 1.971 -7.973 18.994  0.000
C: 1.039 -7.278 18.004  0.000
C: 1.951 -6.295 17.238  0.000
H: 1.474 -8.045 19.961  0.000
H: 2.396 -8.881 18.565  0.000
H: 0.196 -6.767 18.470  0.000
H: 0.494 -8.039 17.447  0.000
H: 1.442 -5.357 17.017  0.000
H: 2.371 -6.657 16.300  0.000
O: -3.193 -5.167 26.137  0.000
C: -1.988 -5.288 25.937  0.000
O: -1.157 -4.219 26.077  0.000
C: 0.198 -4.612 25.972  0.000
C: 0.140 -6.051 26.435  0.000
C: -1.171 -6.537 25.819  0.000
H: 0.816 -4.072 26.688  0.000
H: 0.655 -4.446 24.996  0.000
H: 0.208 -6.180 27.515  0.000
H: 0.999 -6.577 26.017  0.000
H: -1.592 -7.397 26.339  0.000
H: -1.127 -6.851 24.776  0.000
O: -8.614 -7.242 23.033  0.000
C: -7.626 -6.874 23.646  0.000
O: -6.522 -6.499 22.856  0.000
C: -5.435 -6.176 23.736  0.001
C: -6.122 -5.810 25.075  0.000
C: -7.360 -6.673 25.124  0.000
H: -4.968 -5.272 23.345  0.000
H: -4.764 -7.029 23.842  0.000
H: -6.151 -4.731 25.225  0.000
H: -5.438 -6.087 25.877  0.000
H: -8.200 -6.235 25.663  0.000
H: -7.154 -7.657 25.545  0.000
O: 1.121 -10.888 18.611  0.000
C: 0.028 -10.945 19.214  0.000
O: -0.120 -11.905 20.136  0.000
C: -1.397 -11.859 20.808  0.000
C: -2.175 -10.788 20.043  0.000
C: -1.188 -10.139 19.016  0.000
H: -1.227 -11.571 21.845  0.000
H: -1.921 -12.814 20.774  0.000
H: -2.553 -10.006 20.702  0.000
H: -2.978 -11.319 19.531  0.000
H: -0.945 -9.126 19.337  0.000
H: -1.420 -10.084 17.953  0.000
O: -8.230 -9.570 19.173  0.000
C: -7.368 -8.672 19.140  0.000
O: -6.155 -8.825 18.491  0.000
C: -5.363 -7.666 18.593  0.000
C: -5.931 -6.864 19.717  0.001
C: -7.415 -7.235 19.681  0.000
H: -5.351 -7.182 17.616  0.000
H: -4.389 -7.967 18.976  0.000
H: -5.788 -5.783 19.706  0.001
H: -5.554 -7.274 20.654  0.000
H: -7.949 -6.693 18.901  0.000
H: -7.994 -7.208 20.604  0.000
C: -2.666 -5.554 17.593  0.000
O: -3.450 -4.908 18.546  0.000
H: -2.756 -4.991 16.664  0.000
H: -1.672 -5.378 18.005  0.000
H: -2.850 -6.611 17.404  0.000
H: -3.085 -5.271 19.357  0.000
C: -0.476 -9.772 23.863  0.000
O: -0.750 -10.893 24.708  0.000
H: -0.187 -10.101 22.864  0.000
H: -1.406 -9.211 23.774  0.000
H: 0.267 -9.071 24.241  0.000
H: -1.407 -10.653 25.366  0.000
C: 2.380 -6.507 22.189  0.000
O: 1.732 -6.797 23.407  0.000
H: 1.742 -5.964 21.492  0.000
H: 3.381 -6.113 22.366  0.000
H: 2.498 -7.506 21.768  0.000
H: 0.781 -6.740 23.295  0.000
N: -4.930 -3.274 21.085  0.046
C: -4.691 -1.955 21.066  0.324
C: -5.853 -1.227 21.090  0.100
C: -6.896 -2.151 21.294  0.149
C: -6.260 -3.417 21.191  0.350
H: -4.249 -4.013 21.181  -0.002
H: -3.687 -1.561 21.031  0.013
H: -5.885 -0.147 21.091  0.000
H: -7.918 -1.841 21.449  0.003
H: -6.761 -4.351 21.394  0.013

***

no.,electronic energy (eV)
1,-98799.1665
2,-70183.2925
3,-218553.6876
4,-99145.5831